No. 1
75
Properties=species:S:1:pos:R:3:forces:R:3:lowdin_spin:R:1 method="wB97M-V/def2-TZVPD" spin_multiplicity=3 orbital_gap_ev="6.9990 / 6.7110" s2=2.076 e_tot_ha=-2746.3648 charge=+1 e_lumo_ev="-3.03 / -3.17" relative_energy_kj_mol=83.6
V 0.169 0.234 0.206 -0.2279 -0.0440 -0.5429 2.0602
C -2.000 -0.659 3.961 0.0013 -0.0437 0.0039 -0.0019
C -2.250 0.581 4.546 -0.0132 0.0609 0.0195 0.0074
C -1.726 1.705 3.958 0.0269 -0.0045 0.0245 -0.0024
C -0.955 1.605 2.787 -0.0178 -0.2028 0.0447 0.0084
N -0.758 0.404 2.198 0.0104 0.3011 -0.2268 0.0037
C -1.262 -0.690 2.805 -0.0222 0.0408 -0.0731 0.0081
N -0.439 2.796 2.334 0.0281 0.1265 0.0033 -0.0028
C 0.408 2.959 1.383 -0.1065 0.0119 0.1051 0.0057
N 0.957 2.031 0.513 0.1921 -0.1943 0.2256 -0.0088
C 1.795 2.702 -0.364 0.0279 -0.0414 -0.1387 0.0075
N 2.497 2.242 -1.330 0.0336 0.1375 0.0230 -0.0030
C 2.578 0.929 -1.723 0.0198 -0.2883 -0.0815 0.0075
C 3.633 0.651 -2.613 -0.0042 0.0353 0.0241 -0.0020
C 3.838 -0.622 -3.076 0.0237 0.0198 -0.0130 0.0070
C 2.962 -1.627 -2.671 0.0302 -0.0481 -0.0372 -0.0015
C 1.941 -1.290 -1.823 -0.1025 0.0653 0.0964 0.0100
N 1.735 -0.050 -1.330 -0.0886 0.3194 0.0436 0.0065
C 1.797 4.136 -0.020 -0.0742 -0.0118 0.0870 0.0000
C 2.470 5.207 -0.574 0.0537 0.0024 -0.0676 0.0008
C 2.257 6.455 -0.001 0.0126 -0.0011 -0.0184 -0.0001
C 1.401 6.614 1.088 -0.0134 0.0012 0.0138 0.0005
C 0.731 5.529 1.639 -0.0535 0.0186 0.0558 0.0003
C 0.947 4.293 1.060 0.0183 -0.0141 -0.0843 0.0004
H -2.371 -1.577 4.392 0.0031 0.0052 -0.0138 -0.0003
H -2.839 0.657 5.451 0.0102 0.0071 -0.0095 0.0004
H -1.871 2.692 4.373 0.0043 -0.0057 -0.0048 -0.0002
H -1.055 -1.634 2.320 0.0273 -0.0122 -0.0256 0.0006
H 4.265 1.478 -2.901 -0.0058 -0.0036 0.0050 -0.0002
H 4.657 -0.838 -3.750 -0.0100 0.0086 0.0071 0.0004
H 3.064 -2.646 -3.016 -0.0058 0.0090 0.0029 -0.0002
H 1.223 -2.039 -1.518 -0.0246 -0.0063 0.0479 0.0012
H 3.131 5.071 -1.419 -0.0099 0.0079 0.0137 0.0000
H 2.762 7.323 -0.406 -0.0014 -0.0104 0.0001 0.0000
H 1.260 7.601 1.509 -0.0031 -0.0079 0.0003 0.0000
H 0.063 5.637 2.483 0.0095 0.0033 -0.0116 0.0000
C -2.623 1.857 -0.250 -0.0684 0.0127 -0.1219 -0.0215
C -1.291 1.398 -0.814 -0.0339 -0.2643 0.7287 -0.0942
O -0.975 1.679 -1.942 0.1381 0.2150 -0.4485 -0.0303
H -2.607 2.947 -0.180 0.0060 -0.0130 0.0259 -0.0007
H -2.832 1.443 0.734 -0.0130 -0.0160 0.0210 0.0002
H -3.420 1.584 -0.947 0.0059 0.0311 0.0111 -0.0017
C -0.847 -1.170 -3.339 -0.0765 -0.0065 -0.0137 0.0011
N -1.581 -2.159 -2.563 0.1250 -0.0606 0.0808 0.0014
C -1.778 -3.422 -3.261 -0.0474 0.0421 0.0192 0.0002
C -1.983 -1.969 -1.284 -0.0092 0.0137 0.0242 0.0016
N -1.380 -1.169 -0.434 -0.0788 -0.0793 -0.0220 0.0033
N -3.071 -2.718 -0.887 -0.0419 -0.0318 -0.0211 0.0006
C -3.340 -2.888 0.528 0.0011 -0.0111 -0.0133 0.0006
C -4.278 -2.741 -1.713 0.0473 -0.0440 0.0073 -0.0001
H -1.398 -0.968 -4.260 -0.0153 0.0235 0.0054 0.0001
H 0.137 -1.551 -3.616 -0.0166 -0.0110 -0.0111 0.0000
H -0.738 -0.243 -2.793 0.0292 0.0491 0.0515 0.0008
H -0.819 -3.747 -3.670 -0.0010 0.0050 -0.0016 0.0000
H -2.476 -3.315 -4.094 -0.0120 0.0011 0.0063 0.0000
H -2.145 -4.186 -2.583 -0.0232 -0.0007 0.0271 0.0000
H -2.008 -1.033 0.353 -0.0294 0.0172 -0.0243 0.0040
H -2.426 -3.129 1.068 0.0076 -0.0023 -0.0113 0.0001
H -4.032 -3.720 0.648 -0.0054 0.0047 0.0026 0.0001
H -3.801 -2.001 0.984 -0.0077 0.0038 0.0076 0.0002
H -4.088 -2.288 -2.680 0.0432 0.0062 -0.0489 0.0000
H -5.070 -2.168 -1.224 0.0012 0.0048 -0.0009 0.0000
H -4.630 -3.762 -1.861 0.0014 -0.0030 -0.0020 0.0000
N 4.413 -1.771 2.480 -0.0108 0.0076 -0.0020 -0.0010
C 3.231 -2.155 1.949 -0.0178 -0.0298 0.0095 0.0004
C 2.232 -1.219 1.616 -0.0478 0.0632 0.0961 0.0099
N 1.090 -1.590 1.062 0.5066 -0.1524 0.1202 0.0006
C 0.895 -2.899 0.850 -0.1140 0.0294 0.0520 0.0049
C 1.875 -3.809 1.192 0.0339 -0.0222 0.0359 -0.0011
N 3.038 -3.453 1.725 -0.0049 -0.0396 0.0112 0.0058
H 4.583 -0.822 2.756 -0.0012 -0.0003 -0.0046 -0.0001
H 5.066 -2.483 2.757 -0.0065 -0.0037 0.0008 0.0000
H 2.382 -0.157 1.799 0.0013 -0.0105 -0.0420 0.0014
H -0.040 -3.198 0.400 -0.0089 0.0272 -0.0486 0.0001
H 1.723 -4.868 1.025 -0.0046 0.0031 -0.0054 -0.0002

=====

No. 2
67
Properties=species:S:1:pos:R:3:forces:R:3:lowdin_spin:R:1 method="wB97M-V/def2-TZVPD" spin_multiplicity=3 orbital_gap_ev="3.4169 / 3.0818" s2=2.059 e_tot_ha=-2213.4696 charge=-2 e_lumo_ev="4.42 / 4.42" relative_energy_kj_mol=684.5
Ti 0.148 -0.559 1.247 -1.8078 1.7823 0.0835 0.9046
N 0.476 -3.109 4.917 -0.5461 -0.9363 0.6112 -0.0041
N -0.693 -2.882 -1.398 2.3586 0.2940 7.3188 0.0069
C 0.622 1.824 0.684 0.8555 -0.2543 1.1068 0.0117
C 1.752 0.975 1.017 -0.1942 0.7200 0.1128 0.0485
C 1.686 0.719 2.434 0.7007 -1.1226 -0.0679 0.0221
C 2.589 -0.133 3.196 1.6894 3.9433 -1.0813 0.5040
H 3.430 -0.575 2.659 -0.1320 0.0665 0.4006 0.0306
H 1.912 -1.468 3.810 -1.1134 -1.0533 -0.5804 0.0298
H 2.688 0.082 4.255 0.1557 -0.1269 -0.0285 0.0274
C 0.407 1.176 2.893 -0.0078 0.7157 -0.5188 0.0212
C -0.150 0.980 4.258 0.0178 0.2978 0.6677 0.0006
H 0.400 1.589 4.998 -0.1201 -0.0104 0.0029 0.0011
H -0.077 -0.064 4.589 0.0069 0.2109 -0.2107 0.0004
H -1.208 1.272 4.315 0.2341 -0.0906 -0.0773 0.0000
C -0.142 2.014 1.869 1.0019 -1.0880 -0.2701 0.0103
C -1.221 3.004 2.092 -0.6107 0.1797 -0.1060 -0.0002
H -2.049 2.573 2.667 0.0213 0.0419 -0.1061 0.0000
H -1.625 3.383 1.146 -0.0175 -0.0650 0.1020 -0.0003
H -0.857 3.877 2.664 0.0085 -0.2413 -0.1333 0.0003
C 2.878 0.567 0.135 0.4857 0.1670 -0.2500 0.0213
H 3.737 1.252 0.232 0.1106 -0.0043 -0.1081 0.0065
H 2.570 0.556 -0.918 0.0931 -0.0639 0.1624 0.0010
H 3.243 -0.439 0.390 -0.0809 0.2574 -0.1567 0.0054
C 0.501 2.622 -0.564 -0.3256 -0.0061 -0.3879 0.0019
H -0.559 2.786 -0.793 0.1613 0.0546 -0.2076 -0.0001
H 0.956 2.093 -1.408 -0.1551 0.1083 -0.0007 0.0002
H 0.985 3.614 -0.492 -0.0687 -0.2663 0.0687 0.0008
C -0.427 -3.902 5.519 -0.8815 0.2390 -1.3964 0.0065
H -0.261 -4.177 6.590 -0.1912 0.2684 -0.9730 0.0005
C -1.567 -4.337 4.803 -0.0529 -0.4008 1.0720 -0.0025
H -2.322 -4.898 5.356 0.1010 -0.0512 -0.1943 -0.0003
C -1.749 -4.066 3.422 0.7496 0.0606 -0.1935 0.0056
H -2.567 -4.504 2.826 0.3031 0.3214 0.5736 0.0006
C -0.784 -3.292 2.810 -0.0414 -0.8661 -0.5095 0.0263
H -0.702 -3.046 1.717 -0.6573 -0.4724 1.0945 0.0139
C 0.265 -2.798 3.613 0.7730 1.8016 0.4015 0.0346
C 1.058 -1.681 3.129 -0.9702 -3.6286 -2.0439 0.1241
H 1.437 -1.938 2.027 0.0349 -0.0311 1.6710 0.0106
C -0.569 -1.530 -1.280 -3.1057 -0.1841 -0.6265 0.0088
C 0.406 -3.224 -2.098 -1.5190 0.1265 -4.4972 0.0019
H 1.158 -3.988 -2.003 -0.7261 -1.0603 0.0770 0.0003
C 0.364 -2.326 -3.138 2.0590 -0.8615 -0.1209 -0.0001
H 0.669 -2.540 -4.138 0.0678 0.3097 -0.0930 0.0000
N -0.263 -1.193 -2.639 0.7109 -0.2402 -0.6228 0.0018
C -0.481 -0.041 -3.373 0.7829 0.5766 0.4430 -0.0002
C 0.516 0.356 -4.289 -0.4167 1.2280 -0.2879 0.0003
C 0.341 1.553 -5.001 -0.4356 -0.1323 0.1245 -0.0003
H 1.089 1.884 -5.746 -0.3584 -0.2723 0.5141 0.0000
C -0.775 2.366 -4.762 -0.1857 -0.1317 0.1200 0.0002
C -0.993 3.613 -5.591 0.0136 -0.1464 0.1079 0.0000
H -1.542 4.363 -5.000 0.2234 -0.0860 -0.2999 0.0000
H -1.588 3.376 -6.491 0.1903 0.1832 0.2535 0.0000
H -0.020 4.016 -5.913 -0.3738 0.0660 0.0530 0.0000
C -1.709 1.997 -3.777 0.4231 -0.0820 -0.5591 -0.0002
H -2.552 2.684 -3.574 0.4613 -0.5694 -0.0282 0.0000
C -1.587 0.779 -3.090 0.1984 0.7086 -0.4007 -0.0001
C -2.585 0.414 -2.053 -0.8288 0.2998 0.3736 -0.0025
H -2.801 -0.653 -2.062 0.1137 -0.0347 0.1438 -0.0001
H -3.527 0.954 -2.230 0.1266 0.0107 -0.0793 -0.0001
H -2.257 0.670 -1.035 0.0724 -0.2561 -0.2099 -0.0027
C 1.824 -0.345 -4.373 0.9679 -0.4114 -0.7408 0.0001
H 1.726 -1.397 -4.626 0.2486 0.3914 0.1957 0.0000
H 2.388 -0.279 -3.432 -0.2233 -0.1096 -0.1640 0.0001
H 2.452 0.032 -5.184 -0.0471 0.6013 0.1118 0.0000
O -2.730 -0.300 2.412 -0.0153 0.5747 -0.4136 0.0504
C -1.735 -0.333 1.782 -0.3122 -1.2492 0.7775 0.0710

=====

No. 3
70
Properties=species:S:1:pos:R:3:forces:R:3:mulliken_charge:R:1 method="wB97M-V/def2-TZVPD" orbital_gap_ev=7.9574 e_tot_ha=-5316.3080 charge=+1 e_lumo_ev=-3.10
Cu -0.523 0.063 0.252 -0.1046 0.0223 0.1613 -0.2083
C -0.224 4.488 -0.705 -0.0174 -0.0649 -0.0260 -0.7504
O 0.726 3.666 -1.440 -0.0541 0.0408 -0.0161 -0.4201
C 0.414 2.410 -1.128 0.1200 -0.1049 -0.0565 0.1277
N -0.613 2.175 -0.412 -0.1774 0.2248 0.0556 -0.0912
C -1.293 3.479 -0.237 0.0801 0.0681 0.0302 0.2208
C -1.847 3.799 1.130 0.0132 -0.0639 0.0411 -0.4069
C -2.300 5.097 1.359 0.0342 0.0439 -0.0011 -0.6007
C -2.844 5.449 2.583 -0.0082 0.0213 -0.0049 -0.6570
C -2.954 4.504 3.595 0.0027 -0.0119 0.0004 -0.6239
C -2.514 3.209 3.370 0.0161 0.0039 -0.0235 -0.5427
C -1.960 2.857 2.143 -0.0493 0.0965 0.0203 0.6623
C 1.216 1.320 -1.735 -0.1192 0.1031 0.0496 0.6261
C 2.244 1.491 -2.645 0.0692 0.0744 -0.0288 -0.5267
C 2.763 0.353 -3.251 0.0421 0.0328 -0.0410 -0.5480
C 2.223 -0.892 -2.964 0.0389 -0.0876 -0.0689 -0.5637
C 1.206 -0.956 -2.026 -0.0973 -0.0610 0.0597 0.3246
N 0.747 0.124 -1.413 0.0200 -0.0281 -0.0179 -0.1201
C 0.445 -2.174 -1.655 0.1127 0.1325 0.0204 0.0978
N -0.298 -2.213 -0.628 -0.3208 -0.1143 -0.1675 0.3452
C -1.005 -3.504 -0.666 0.1792 -0.0377 -0.0464 -0.0261
C -0.451 -4.185 -1.948 0.0121 0.0733 0.0801 -0.4709
O 0.491 -3.213 -2.487 0.0077 -0.0963 0.0255 -0.4643
C -2.511 -3.365 -0.645 -0.0356 -0.0146 -0.0024 -0.0502
C -3.279 -4.525 -0.725 -0.0063 -0.0351 0.0398 -0.5544
C -4.663 -4.460 -0.704 0.0134 -0.0237 0.0047 -0.6840
C -5.301 -3.230 -0.599 0.0047 0.0165 -0.0129 -0.4258
C -4.544 -2.072 -0.516 -0.0119 -0.0361 0.0083 -0.9065
C -3.156 -2.141 -0.539 -0.0087 0.0494 -0.0157 0.2392
H 0.299 4.952 0.130 0.0512 -0.0229 0.0321 0.4116
H -0.596 5.251 -1.381 0.0119 0.0201 -0.0270 0.3698
H -2.133 3.483 -0.939 -0.0114 -0.0600 -0.0587 0.3947
H -2.229 5.843 0.574 -0.0227 -0.0324 0.0481 0.3585
H -3.187 6.463 2.748 0.0079 -0.0378 -0.0086 0.3999
H -3.385 4.776 4.550 0.0164 -0.0088 -0.0242 0.4090
H -2.605 2.464 4.152 -0.0032 0.0288 -0.0329 0.3186
H -1.627 1.845 1.972 0.0392 -0.1072 -0.0355 0.2823
H 2.608 2.481 -2.882 -0.0124 -0.0305 -0.0072 0.5511
H 3.567 0.442 -3.970 -0.0214 0.0006 0.0226 0.4628
H 2.570 -1.790 -3.459 -0.0201 0.0384 0.0230 0.5486
H -0.707 -4.078 0.214 0.0093 -0.0094 0.0149 0.2102
H 0.096 -5.101 -1.751 0.0403 -0.0311 0.0079 0.3370
H -1.217 -4.364 -2.696 -0.0326 0.0208 -0.0721 0.3713
H -2.789 -5.492 -0.793 -0.0366 0.0389 -0.0039 0.4181
H -5.245 -5.372 -0.765 0.0201 0.0389 -0.0039 0.4013
H -6.382 -3.177 -0.586 0.0393 -0.0048 0.0089 0.3981
H -5.033 -1.109 -0.433 0.0235 -0.0361 -0.0074 0.4289
H -2.580 -1.226 -0.480 0.0411 0.0071 -0.0106 0.3396
C -1.812 -0.274 4.641 0.0455 0.0687 -0.0357 -1.4277
C -0.442 0.209 4.171 -0.1316 -0.0187 -0.0475 -0.5094
As 0.151 -0.460 2.435 0.2156 -0.0433 0.0623 0.6833
C 0.458 -2.364 2.724 -0.2166 -0.0888 -0.0269 -0.7143
C -0.825 -3.198 2.815 0.0921 0.1101 -0.0371 -1.2203
C 1.998 0.189 2.493 -0.0114 0.0870 0.0058 -1.0440
C 2.086 1.714 2.432 -0.0189 -0.0767 -0.0024 -0.8767
H -2.134 0.303 5.509 -0.0117 -0.0244 -0.0058 0.4343
H -1.792 -1.320 4.939 -0.0019 -0.0386 -0.0060 0.3162
H -2.573 -0.163 3.865 0.0160 0.0156 -0.0009 0.3230
H 0.343 -0.053 4.882 -0.0050 -0.0113 0.0605 0.5211
H -0.442 1.295 4.075 0.0338 0.0625 0.0106 0.3010
H 1.084 -2.488 3.608 0.0075 -0.0097 0.0491 0.6515
H 1.046 -2.674 1.859 0.0583 -0.0039 -0.0438 0.4880
H -1.299 -3.100 3.788 -0.0257 0.0145 0.0433 0.3188
H -0.608 -4.257 2.669 0.0077 -0.0091 0.0157 0.3712
H -1.558 -2.897 2.062 0.0382 -0.0143 0.0203 0.2670
H 2.520 -0.260 1.647 -0.0052 -0.0309 -0.0382 0.4377
H 2.466 -0.194 3.401 0.0229 -0.0135 0.0487 0.5854
H 1.561 2.107 1.558 0.0076 -0.0093 0.0013 -0.0272
H 3.125 2.042 2.379 -0.0128 -0.0027 0.0019 0.3995
H 1.641 2.177 3.314 0.0006 0.0005 -0.0079 0.3089